No. 1
ORCA calculation (the ωB97M-V functional and the def2-TZVPD basis) on a cluster of 10 separate species, C45H36Cl12F6O2 in total in a non-equilibrium geometry.

Last column: Löwdin charge in e.
Element x y z (Å)
H1 1.3845 6.1321 3.0168  0.107
C1 2.5604 4.4264 3.4542  -0.052
H2 -4.3825 0.3341 6.1223  0.101
C2 1.8306 -0.9016 -5.8140  -0.069
Cl1 -4.7786 5.2605 -0.6929  0.538
O1 2.3905 -1.3654 1.8724  0.034
H3 1.7244 2.1224 -8.3054  0.114
C3 -4.3979 -2.9535 -1.6713  -0.096
C4 -3.8563 -2.8148 1.0117  -0.291
H4 4.5416 -5.0185 0.2740  0.117
H5 -1.9572 0.6523 5.6397  0.050
C5 -3.3087 0.4690 -6.1561  -0.091
C6 -1.0058 1.1397 0.8675  -0.098
H6 5.9069 4.4245 3.9828  0.119
H7 0.7508 -4.1505 -1.3526  0.119
H8 -4.6984 -3.0233 -2.7097  0.107
C7 -4.2967 -1.7212 -1.0507  -0.088
C8 5.4101 -1.3853 -1.8549  -2.038
C9 2.3929 5.7745 3.1863  -0.077
H9 2.3106 -6.6518 -0.7715  0.102
H10 2.6319 -1.9962 -7.4736  0.118
C10 -1.9922 -2.6591 6.2538  -0.288
Cl2 6.5030 -2.4677 -0.9711  0.533
C11 1.5485 -3.8730 -0.6746  -0.027
C12 3.8201 3.9553 3.7776  -0.300
C13 2.4635 -2.4251 1.0184  -0.354
F1 2.5609 -0.2189 -9.2950  0.050
C14 -3.0520 0.3122 -3.7567  -0.039
F2 -1.6565 -1.3654 -2.8820  0.046
H11 1.1166 2.3990 -5.9040  0.105
C15 3.6471 -4.4151 0.3623  -0.034
C16 3.5542 -3.2645 1.1377  -0.036
C17 -1.9366 -1.2580 -5.1997  -0.023
H12 -0.4291 1.5977 2.8749  0.056
H13 -3.6980 0.9558 -7.0407  0.104
H14 1.8131 -0.6677 1.5419  0.054
H15 -2.0497 1.0138 1.1176  0.068
H16 -3.1311 0.8052 -2.7972  0.069
C18 1.7675 1.2710 -7.6420  -0.009
Cl3 1.7763 3.5831 6.8886  0.562
C19 1.6677 1.3801 0.2380  -0.032
Cl4 4.6362 -0.2700 -0.7139  0.566
H17 5.5756 6.8161 3.4174  0.106
Cl5 4.1728 -2.3134 -2.6595  0.584
H18 1.9966 1.8441 2.2801  0.101
C20 -2.2209 -0.7653 -3.9586  -0.291
H19 3.3053 7.6347 2.7755  0.102
H20 4.3235 -3.0413 1.8666  0.121
H21 -1.3153 0.7714 -1.2436  0.099
C21 1.4513 -2.7289 0.1189  -0.008
C22 -3.9658 -4.0589 0.4200  -0.011
C23 -0.6047 0.9423 -0.4449  -0.014
H22 -3.6128 -3.8353 6.8511  0.120
C24 3.4907 6.6202 3.1007  -0.095
C25 -1.4966 -1.4158 5.9095  -0.027
H23 -4.2116 1.8025 -4.7664  0.095
F3 3.9603 2.6579 4.1139  0.048
C26 1.2558 1.5555 1.5441  -0.094
C27 -2.3602 -0.3291 5.8486  -0.095
H24 -3.9033 -4.9225 1.0707  0.118
C28 -4.1921 -1.7731 6.4636  -0.079
H25 -4.3120 -5.0997 -1.3925  0.105
C29 0.7365 1.0372 -0.7298  -0.275
H26 -1.2741 -2.1019 -5.3324  0.120
C30 1.3616 1.4275 -6.3126  -0.081
Cl6 6.3836 -0.4543 -2.9997  0.527
C31 -3.3370 -2.8667 6.4445  -0.021
Cl7 -3.1391 3.8977 -2.6335  0.541
O2 2.6817 -5.9052 -1.2496  0.009
H27 1.1399 0.5506 -4.4027  0.087
C32 -3.7011 -0.5081 6.1552  -0.096
C33 4.7466 6.1206 3.3882  -0.082
F4 1.1745 0.8200 -1.9840  0.060
C34 -4.0217 -1.6468 0.3002  -0.018
H28 -4.4466 -0.8198 -1.6292  0.088
H29 -0.4587 -1.3107 5.6221  0.078
C35 -3.4912 4.0729 -0.9057  -2.049
Cl8 -2.0333 4.5692 -0.0648  0.552
H30 -5.2531 -1.8719 6.6477  0.103
C36 -0.0788 1.3974 1.8705  -0.083
C37 -3.5778 0.9308 -4.8851  -0.092
H31 0.6313 -2.0346 -0.0361  0.112
H32 -2.2591 -1.0946 -7.2671  0.109
H33 2.6811 1.5396 -0.1047  0.086
C38 -2.5143 -0.6557 -6.3114  -0.070
H34 1.9189 -1.6686 -5.0610  0.094
Cl9 -0.5683 2.2521 7.9218  0.562
Cl10 -0.4793 3.0806 5.1630  0.556
Cl11 1.1711 0.9034 6.0494  0.564
Cl12 -4.0432 2.5237 -0.2593  0.542
C39 4.9205 4.7765 3.7070  -0.013
C40 1.3304 0.3514 -5.4533  -0.103
C41 2.6064 -4.7442 -0.4948  -0.361
H35 -3.9588 -0.7288 0.8752  0.105
F5 -1.1340 -3.6593 6.5254  0.063
C42 2.2431 -1.0413 -7.1346  -0.021
C43 -4.2767 -4.1190 -0.9356  -0.078
C44 2.1717 0.0109 -8.0210  -0.291
C45 0.4663 2.4607 6.5199  -2.034
F6 -3.4583 -2.7408 2.2936  0.060
H36 1.7200 3.7462 3.5007  0.065

The multiplicity is 1. For the molar mass, the calculation gives 1148.2 g/mol. The SMILES is ClC(Cl)(Cl)Cl.ClC(Cl)(Cl)Cl.ClC(Cl)(Cl)Cl.Oc1ccc(O)cc1.Fc1ccccc1.Fc1ccccc1.Fc1ccccc1.Fc1ccccc1.Fc1ccccc1.Fc1ccccc1. The gap between HOMO and LUMO comes out at 8.1686 eV. Its HOMO energy is -0.3018 Eh.

---

No. 2
ORCA calculation (the ωB97M-V functional and the def2-TZVPD basis) on a structure of composition C5H12N2O in a non-equilibrium geometry.

Last column: Löwdin charge in e.
Element x y z (Å)
H1 0.9685 0.3579 -1.3522  0.131
C1 0.7925 0.6331 -0.3070  -0.390
H2 -1.3122 -0.0214 -0.8595  0.206
C2 -0.4510 -0.1642 0.1646  -0.483
C3 -0.4510 -1.6494 -0.2704  -0.186
H3 -0.2988 2.4343 -0.8400  0.078
H4 2.8998 0.7289 0.1810  0.080
H5 1.4331 2.6821 -0.5479  0.076
H6 -0.5723 -2.3585 0.5511  0.119
H7 2.1885 -0.8627 0.4617  0.073
H8 -1.3562 -0.5632 1.8504  0.046
H9 0.3251 2.4258 0.8073  0.074
C4 2.0042 0.2111 0.5286  -0.066
O1 -2.7029 -1.6222 -0.2052  -0.070
H10 0.3760 -1.9004 -0.9337  0.111
N1 -1.0920 0.2256 1.2619  0.143
H11 -3.4985 -1.6618 -0.7554  0.109
C5 0.5469 2.1364 -0.2189  -0.083
N2 -1.6445 -1.4965 -1.0933  -0.053
H12 1.8449 0.4649 1.5770  0.085

The energy above the lowest of the compared OMol25 structures with the same formula, charge and spin comes out at 601.5 kJ/mol. The multiplicity is 1. For the molar mass, the calculation gives 116.2 g/mol. The gap between HOMO and LUMO (alpha / beta) comes out at 8.5303 / 8.8101 eV. Its HOMO energy (alpha / beta) is -0.3146 / -0.3149 Eh.

---

No. 3
ORCA calculation (the ωB97M-V functional and the def2-TZVPD basis) on a structure of composition C33H48P2Sn in a non-equilibrium geometry.

Last column: Löwdin charge in e.
Element x y z (Å)
H1 3.9094 0.6183 -1.9810  0.067
C1 1.1892 4.2632 0.7869  -0.035
C2 1.7241 -4.7972 -2.3915  -0.313
H2 0.7629 -0.3026 1.2330  0.065
C3 -1.6735 -1.5643 1.2197  -0.238
H3 -2.8846 -3.7798 -2.7907  0.125
C4 0.9217 -1.0843 4.5588  -0.048
H4 -0.9045 1.9626 1.0016  0.030
C5 -2.1197 0.3532 -2.2015  -0.296
C6 2.1456 3.1400 0.7185  -0.192
H5 5.4983 0.4680 1.5858  0.085
C7 -1.3186 -2.7006 -1.7384  -0.398
H6 1.1682 -5.7188 -2.6116  0.048
C8 3.5262 1.4742 -0.0640  -0.171
H7 1.9217 2.2406 3.7542  0.080
H8 2.0472 1.8162 -2.4223  0.058
C9 -4.6616 2.4545 1.0394  -0.239
H9 2.8742 3.3833 -2.3612  0.099
H10 -1.1736 1.0056 -4.0081  0.134
C10 -3.1024 -0.5176 -1.6031  -0.315
C11 -2.6866 4.0763 -0.2890  -0.231
C12 0.4651 -0.7190 2.2025  -0.062
H11 1.0934 4.7530 -0.1899  0.083
C13 2.1469 2.7413 -1.8369  -0.054
C14 -1.1284 -1.9860 3.5836  -0.162
C15 2.8527 -2.5413 -3.2292  -0.332
C16 -2.7971 -3.0457 -1.9716  -0.165
H12 3.1069 -1.8429 -4.0397  0.046
H13 2.2017 0.0444 3.2166  0.075
Sn1 -1.1674 -0.8999 -0.8312  1.269
H14 3.5692 2.8928 3.7975  0.092
C17 4.5913 0.7127 2.1552  -0.046
H15 1.5725 -0.9384 5.4205  0.116
H16 2.2061 3.9401 3.3313  0.079
H17 -3.8027 -0.0633 -0.8959  0.103
C18 -3.2394 -2.7501 2.6449  -0.057
P1 1.6218 -3.7308 -3.8698  1.108
C19 -3.6316 -1.7715 -2.2936  -0.167
C20 1.2779 -0.5300 3.3123  -0.065
H18 -4.6705 -1.9388 -1.9555  0.127
C21 4.2713 0.5542 -0.9485  -0.023
H19 3.7584 -3.1003 -2.9547  0.063
H20 -0.8253 -3.4474 -1.0849  0.124
H21 -2.6044 -3.1159 4.6758  0.125
C22 -0.7668 -1.4227 2.3022  -0.220
P2 -3.0054 3.2206 1.3251  1.026
H22 -1.8098 3.6255 -0.7707  0.034
H23 -3.6868 -1.6374 -3.3888  0.116
H24 -0.3967 -2.9980 -3.6491  0.042
H25 -2.4817 5.1379 -0.0844  0.053
C23 2.6186 2.9278 3.2497  -0.020
C24 -2.3620 -2.6683 3.7100  -0.013
C25 -1.4798 0.0568 -3.5399  -0.139
H26 4.1258 -0.2406 2.4492  0.073
H27 1.5272 5.0171 1.5117  0.092
H28 0.1867 3.9332 1.1010  0.052
C26 -1.9726 1.8193 1.1972  -0.071
C27 -2.9020 -2.1696 1.3960  -0.121
H29 0.4874 -0.3426 -2.6284  0.080
H30 -5.4479 3.1561 1.3532  0.059
H31 -4.7836 2.2202 -0.0258  0.050
H32 4.8901 1.2336 3.0740  0.084
H33 -3.1987 -3.5413 -1.0742  0.110
C28 3.6811 1.5496 1.3478  -0.224
H34 4.1745 -0.4907 -0.6177  0.087
C29 -0.2527 -1.8114 4.6804  -0.014
H35 2.4553 -1.9948 -2.3598  0.047
H36 5.3468 0.7919 -0.9563  0.107
H37 -2.1944 0.9528 1.8300  0.040
H38 -3.6337 -2.2227 0.5883  0.087
H39 2.7800 -5.0498 -2.2264  0.062
H40 -0.5397 -2.2614 5.6328  0.124
C30 2.8136 2.5594 1.8328  -0.189
C31 2.5737 2.4531 -0.4490  -0.213
H41 -4.7325 1.5411 1.6444  0.057
H42 1.2983 -4.2861 -1.5150  0.049
C32 -0.5793 -2.2214 -2.8599  -0.208
H43 -3.5645 4.0127 -0.9466  0.061
H44 -2.1219 1.4013 -1.8797  0.092
H45 -2.1746 -0.4456 -4.2274  0.128
C33 -0.2215 -0.8584 -3.3260  -0.270
H46 1.1795 3.2594 -1.8512  0.063
H47 -4.1944 -3.2668 2.7491  0.114
H48 0.3321 -0.9477 -4.2733  0.122

The multiplicity is 1. For the molar mass, the calculation gives 625.4 g/mol. The gap between HOMO and LUMO (alpha / beta) comes out at 3.1059 / 3.0072 eV. As for the charge: +2. Its HOMO energy (alpha / beta) is -0.4203 / -0.4165 Eh.